(1)
Computed, not measured: a 2-piece molecular cluster, C5H13NO2 overall, with ωB97M-V with the def2-TZVPD basis set.

Structure (XYZ):
```
21
Properties=species:S:1:pos:R:3
C 1.749 0.057 -1.940
C 1.012 -0.894 -0.924
C 0.500 -0.086 0.265
O 0.845 1.069 0.363
N -0.348 -0.640 1.187
C -1.066 -1.883 0.832
C -0.967 0.178 2.177
H 2.498 0.772 -1.560
H 0.859 0.621 -2.267
H 2.173 -0.467 -2.812
H 0.151 -1.382 -1.419
H 1.694 -1.692 -0.571
H -0.473 -2.652 0.309
H -1.821 -1.486 0.133
H -1.587 -2.357 1.681
H -1.428 -0.473 2.938
H -1.766 0.740 1.664
H -0.302 0.896 2.684
O -0.888 3.426 -0.764
H 0.065 3.660 -0.691
H -0.900 2.591 -1.285
```

Summary:
ΔE to the lowest compared entry with this formula, charge and spin = 119.79 kJ/mol
Structure (SMILES) = CCC(=O)N(C)C.O
Spin multiplicity = 1
HOMO = -9.2 eV
E_LUMO = 0.71 eV



(2)
Computed, not measured: C17H20Cl2FeN4O2 as an isolated structure, with ωB97M-V with the def2-TZVPD basis set.

Structure (XYZ):
```
46
Properties=species:S:1:pos:R:3
Fe 0.252 0.286 0.740
C 2.439 4.030 0.187
C 1.805 2.721 -0.176
O 1.140 2.129 0.708
C 1.999 2.251 -1.513
C 1.379 1.176 -2.114
C 1.592 0.890 -3.566
N 0.544 0.391 -1.389
N -0.117 -0.518 -2.076
C -0.955 -1.222 -1.278
O -1.039 -1.007 -0.027
C -1.800 -2.236 -1.913
C -1.681 -2.510 -3.278
C -2.486 -3.473 -3.858
C -3.411 -4.163 -3.085
C -3.533 -3.893 -1.728
C -2.729 -2.934 -1.140
H 2.251 4.265 1.230
H 2.041 4.823 -0.449
H 3.514 3.987 0.004
H 2.647 2.856 -2.131
H 2.362 1.538 -3.975
H 0.662 1.044 -4.115
H 1.871 -0.154 -3.709
H -0.960 -1.964 -3.868
H -2.395 -3.688 -4.914
H -4.041 -4.915 -3.543
H -4.255 -4.434 -1.131
H -2.808 -2.717 -0.084
Cl 2.246 -1.378 0.752
C 3.494 -1.428 2.048
Cl 4.962 -2.172 1.465
H 3.082 -2.013 2.861
H 3.696 -0.402 2.333
C -2.450 1.453 2.377
C -1.223 1.214 3.183
N -0.149 0.549 2.792
C 0.734 0.561 3.854
C 0.181 1.229 4.894
N -1.056 1.636 4.451
H -2.333 1.028 1.381
H -2.657 2.519 2.279
H -3.314 0.975 2.838
H 1.692 0.076 3.808
H 0.539 1.443 5.884
H -1.737 2.148 4.988
```

Summary:
ΔE to the lowest compared entry with this formula, charge and spin = 21.69 kJ/mol
Spin multiplicity = 6
HOMO (alpha / beta) = -10.6 / -11.7 eV
E_LUMO (alpha / beta) = -2.66 / -4.70 eV
Net charge = +1
Expectation value of S² = 8.78



(3)
Computed, not measured: a single C4H5NO molecule, with ωB97M-V with the def2-TZVPD basis set.

Structure (XYZ):
```
11
Properties=species:S:1:pos:R:3
C 1.173 -0.036 -0.340
C -0.112 -0.069 0.517
C -0.751 -1.390 0.515
N -1.270 -2.424 0.491
C -0.996 0.979 -0.158
O -0.822 2.158 -0.005
H 1.695 -0.992 -0.352
H 0.903 0.219 -1.372
H 1.830 0.753 0.032
H 0.080 0.235 1.551
H -1.731 0.567 -0.879
```

Summary:
ΔE to the lowest compared entry with this formula, charge and spin = 79.03 kJ/mol
Structure (SMILES) = C[C@H](C#N)C=O
Spin multiplicity = 1
HOMO = -10.6 eV
E_LUMO = 0.52 eV



(4)
Computed, not measured: C33H54BrClIN6O16P2S2 as an isolated structure, with ωB97M-V with the def2-TZVPD basis set.

Structure (XYZ):
```
116
Properties=species:S:1:pos:R:3
C 1.599 3.304 -2.310
C 0.016 3.160 -2.094
C -0.365 1.750 -1.432
C -1.756 1.173 -1.980
C -2.999 1.584 -1.048
N -1.741 -0.215 -2.465
C -2.660 -0.625 -3.504
N -2.566 -0.225 -4.754
Br -3.793 -0.932 -6.007
P -1.421 0.896 -5.546
C 0.220 1.065 -4.680
O -2.171 2.429 -5.341
N -3.496 -1.553 -2.835
C -4.957 -1.545 -3.006
C -5.655 -0.120 -3.107
C -6.735 0.040 -1.941
C -7.964 -0.929 -2.093
C -9.209 -0.553 -1.205
N -8.867 -0.723 0.224
C -2.902 -2.043 -1.570
Cl -2.979 -3.886 -1.521
I -4.029 -1.643 0.294
C -1.417 -1.408 -1.683
C -0.662 -2.333 -2.762
C 0.446 -3.316 -2.227
C 1.906 -2.745 -2.609
S 3.120 -3.681 -1.602
C 4.059 -2.508 -0.595
S 4.175 -0.913 -1.033
N 4.715 -3.015 0.559
C 4.285 -4.009 1.477
C 5.356 -4.150 2.466
N 6.427 -3.246 2.167
C 5.978 -2.615 1.031
P -0.596 -1.352 -0.013
O -0.783 -2.619 0.769
O 1.074 -1.163 -0.140
O -1.086 -0.121 0.997
H 1.872 3.431 -3.396
H 1.971 4.243 -1.801
H 2.169 2.424 -1.897
H -0.522 3.353 -3.057
H -0.260 4.015 -1.408
H -0.574 2.022 -0.354
H 0.471 1.003 -1.500
H -1.942 1.814 -2.900
H -3.890 0.950 -1.280
H -3.299 2.638 -1.344
H -2.737 1.650 0.037
H 0.436 2.172 -4.583
H 1.001 0.697 -5.416
H 0.387 0.490 -3.740
H -1.401 3.039 -5.379
H -5.533 -2.145 -2.249
H -5.185 -2.072 -3.984
H -6.265 -0.088 -4.061
H -4.953 0.754 -3.161
H -6.266 0.010 -0.919
H -7.129 1.101 -2.053
H -8.279 -1.071 -3.165
H -7.620 -1.953 -1.743
H -10.000 -1.333 -1.432
H -9.674 0.438 -1.462
H -9.592 -1.213 0.745
H -8.601 0.150 0.675
H -0.138 -1.610 -3.460
H -1.346 -2.928 -3.421
H 0.373 -4.265 -2.844
H 0.368 -3.654 -1.165
H 1.946 -1.634 -2.482
H 2.038 -3.018 -3.699
H 3.331 -4.580 1.465
H 5.334 -4.867 3.314
H 6.443 -1.827 0.388
H 1.397 -0.654 0.632
H -0.745 -0.391 1.878
C 9.515 -5.529 3.152
C 9.526 -5.497 1.652
O 10.467 -6.519 1.320
C 10.518 -7.380 2.369
O 11.079 -8.431 2.352
O 9.843 -6.886 3.444
H 8.543 -5.267 3.569
H 10.277 -4.879 3.591
H 8.554 -5.758 1.221
H 9.840 -4.530 1.258
C -3.664 2.967 4.383
C -2.682 2.614 3.302
O -3.388 2.943 2.108
C -4.326 3.873 2.441
O -4.974 4.483 1.651
O -4.426 4.016 3.789
H -3.177 3.310 5.295
H -4.334 2.139 4.628
H -1.770 3.215 3.350
H -2.410 1.558 3.314
C -4.644 7.944 5.097
C -4.049 6.566 5.165
O -3.750 6.415 6.550
C -4.570 7.261 7.234
O -4.696 7.264 8.416
O -5.226 8.101 6.388
H -5.399 8.035 4.316
H -3.889 8.721 4.953
H -4.754 5.793 4.872
H -3.146 6.470 4.561
C 8.965 0.601 1.187
C 10.034 0.360 2.213
O 10.010 -1.055 2.368
C 9.488 -1.582 1.231
O 9.477 -2.745 0.963
O 8.973 -0.607 0.432
H 9.181 1.458 0.551
H 7.977 0.731 1.635
H 11.025 0.660 1.863
H 9.827 0.859 3.158
```

Summary:
Spin multiplicity = 1
HOMO = -10.7 eV
E_LUMO = -4.38 eV
Net charge = +1



- The highest spin multiplicity belongs to which entry?
  C17H20Cl2FeN4O2



- Which value of spin multiplicity does entry 4 give?
  1